Entry 1:
The following is a quantum chemistry calculation of a single C4H5ClN2S molecule at a distorted geometry, from OMol25.

As for the LUMO energy: -0.16 eV. For the gap between HOMO and LUMO, the calculation gives 9.12 eV. The charge is 0. The energy relative to the best compared isomer or geometry (same formula, charge and spin) is 65.8 kcal/mol. The HOMO energy is -9.276 eV.

Geometry (Å):
S -0.76 -1.41 -2.18
C -0.71 -0.32 -0.75
Cl -2.03 0.76 -0.83
C -0.55 -0.96 0.63
N -0.19 0.04 1.68
C 0.49 1.06 1.35
C 1.12 1.21 0.05
N 0.83 0.57 -0.99
H 0.52 -1.17 -2.64
H -1.38 -1.43 0.97
H 0.10 -1.76 0.63
H 0.61 1.64 2.15
H 1.95 1.77 -0.06

***

Entry 2:
The following is a quantum chemistry calculation of a molecular structure, C31H33AlN8O3S2, from OMol25.

As for the LUMO energy: -5.74 eV. For the gap between HOMO and LUMO, the calculation gives 7.69 eV. The charge is +2. The energy relative to the best compared isomer or geometry (same formula, charge and spin) is 0.0 kcal/mol. The HOMO energy is -13.434 eV.

Geometry (Å):
Al -0.01 -0.47 -0.17
C -1.64 3.39 0.76
C -1.00 2.18 0.17
N -0.87 1.05 0.76
N -1.32 0.80 2.03
C -1.03 -0.45 2.32
O -0.44 -1.25 1.47
C -1.36 -0.99 3.64
C -1.95 -0.17 4.61
C -2.25 -0.69 5.86
C -1.97 -2.02 6.14
C -1.39 -2.84 5.18
C -1.08 -2.32 3.93
C -0.45 2.15 -1.21
C -0.46 3.25 -2.05
C 0.07 3.12 -3.33
C 0.59 1.90 -3.72
C 0.57 0.84 -2.83
N 0.06 0.97 -1.60
H -1.97 3.18 1.77
H -0.93 4.22 0.77
H -2.50 3.70 0.15
H -2.16 0.86 4.38
H -2.70 -0.06 6.61
H -2.21 -2.43 7.12
H -1.18 -3.88 5.41
H -0.63 -2.95 3.18
H -0.88 4.19 -1.72
H 0.07 3.96 -4.01
H 1.00 1.76 -4.71
H 0.95 -0.13 -3.09
O 1.76 -0.05 0.41
S 2.13 0.56 1.79
C 2.63 -0.86 2.81
C 3.41 -1.92 2.05
C 2.51 -2.84 1.20
C 2.91 -2.84 -0.28
S 1.55 -3.03 -1.44
O 0.64 -1.82 -1.20
C 0.69 -4.43 -0.79
C -0.36 -4.30 0.11
C -0.96 -5.45 0.58
C -0.52 -6.70 0.17
C 0.53 -6.81 -0.74
C 1.13 -5.67 -1.23
C 3.71 1.31 1.49
C 4.37 1.14 0.28
C 5.60 1.74 0.11
C 6.16 2.50 1.13
C 5.47 2.67 2.33
C 4.24 2.08 2.52
H 1.70 -1.24 3.23
H 3.21 -0.41 3.61
H 3.96 -2.51 2.78
H 4.17 -1.43 1.44
H 1.48 -2.52 1.30
H 2.55 -3.86 1.58
H 3.60 -3.64 -0.54
H 3.36 -1.90 -0.58
H -0.69 -3.32 0.44
H -1.79 -5.37 1.28
H -1.00 -7.59 0.55
H 0.86 -7.79 -1.07
H 1.93 -5.75 -1.96
H 3.91 0.56 -0.51
H 6.13 1.63 -0.82
H 7.12 2.97 0.99
H 5.90 3.28 3.12
H 3.69 2.23 3.44
N -4.01 -1.86 -3.41
N -3.38 -1.54 -2.23
N -4.06 -1.26 -1.14
C -3.09 -0.91 -0.31
N -1.89 -0.98 -0.91
N -2.10 -1.38 -2.15
H -4.96 -2.12 -3.19
H -3.51 -2.62 -3.86
H -3.25 -0.60 0.71

***

Entry 3:
The following is a quantum chemistry calculation of 2 unconnected molecules or ions with the total composition CH2N4O2 at a distorted geometry, from OMol25.

As for the LUMO energy (alpha / beta): -1.03 / -0.90 eV. For the gap between HOMO and LUMO (alpha / beta), the calculation gives 8.38 / 8.40 eV. The charge is 0. The energy relative to the best compared isomer or geometry (same formula, charge and spin) is 126.6 kcal/mol. The HOMO energy (alpha / beta) is -9.403 / -9.300 eV.

Geometry (Å):
C 1.30 0.13 0.80
N 1.89 0.24 1.78
N 0.12 0.94 -1.06
N 0.65 -0.03 -0.34
N -0.92 -1.08 0.46
O -0.74 -2.07 1.07
O -1.77 -0.34 0.08
H -0.43 1.61 -0.74
H -0.10 0.60 -2.05

***

Entry 4:
The following is a quantum chemistry calculation of 2 unconnected molecules or ions with the total composition C4H11N3O2 at a distorted geometry, from OMol25.

As for the LUMO energy: 0.58 eV. For the gap between HOMO and LUMO, the calculation gives 9.30 eV. The charge is 0. The energy relative to the best compared isomer or geometry (same formula, charge and spin) is 91.6 kcal/mol. The HOMO energy is -8.720 eV.

Geometry (Å):
H 1.93 -0.16 1.65
N 1.30 0.13 2.39
C 0.08 0.45 2.14
N -0.74 0.69 3.32
N -0.27 0.86 0.82
C -1.65 0.34 0.39
H -1.70 0.93 3.65
H -0.18 0.88 4.11
H 0.35 1.44 0.33
H -2.29 1.18 0.48
H -1.79 -0.45 1.13
H -1.77 -0.09 -0.59
C 0.06 -1.28 -2.58
C 1.08 -0.19 -2.55
O 0.84 0.99 -2.53
O 2.25 -0.84 -2.48
H -0.61 -1.21 -3.39
H -0.70 -1.17 -1.60
H 0.83 -2.19 -2.10
H 2.98 -0.32 -2.58

***

Entry 5:
The following is a quantum chemistry calculation of a single C4H8O2 molecule, from OMol25.

As for the LUMO energy: 1.00 eV. For the gap between HOMO and LUMO, the calculation gives 10.72 eV. The charge is 0. The energy relative to the best compared isomer or geometry (same formula, charge and spin) is 36.9 kcal/mol. The HOMO energy is -9.717 eV.

Geometry (Å):
C 1.48 -0.88 1.41
C 0.70 0.05 0.49
O -0.55 -0.55 0.20
C -1.08 -0.18 -1.05
C -1.57 1.26 -1.10
O -1.77 1.85 -2.14
H 1.57 -1.87 0.94
H 0.96 -1.01 2.36
H 2.48 -0.49 1.60
H 0.56 1.03 0.97
H 1.26 0.22 -0.45
H -1.94 -0.83 -1.23
H -0.36 -0.34 -1.87
H -1.76 1.73 -0.12

***

Entry 6:
The following is a quantum chemistry calculation of a molecular structure, C53H41BrFN7O4PbS3, from OMol25.

As for the LUMO energy: -0.55 eV. For the gap between HOMO and LUMO, the calculation gives 6.14 eV. The charge is 0. The energy relative to the best compared isomer or geometry (same formula, charge and spin) is 13.3 kcal/mol. The HOMO energy is -6.690 eV.

Geometry (Å):
Pb -0.06 0.06 -0.26
Br 0.74 3.77 -6.82
C 0.08 2.67 -5.40
C -0.05 1.30 -5.62
C -0.51 0.50 -4.60
C -0.81 1.00 -3.30
O -1.21 0.19 -2.39
C -0.65 2.42 -3.12
C -0.89 3.09 -1.86
N -0.89 2.53 -0.72
C -1.17 3.19 0.47
C -0.44 4.27 0.92
C -0.71 4.84 2.18
C -1.72 4.37 2.97
C -2.53 3.31 2.52
C -3.66 2.84 3.23
C -4.40 1.82 2.71
C -3.98 1.22 1.51
N -2.94 1.62 0.83
C -2.23 2.68 1.28
C -0.24 3.22 -4.19
H 0.21 0.87 -6.58
H -0.63 -0.57 -4.74
H -1.09 4.17 -1.93
H 0.35 4.67 0.31
H -0.09 5.66 2.53
H -1.92 4.82 3.94
H -3.93 3.31 4.17
H -5.30 1.47 3.20
H -4.51 0.36 1.11
H -0.12 4.29 -4.04
C 3.20 3.44 6.21
C 3.35 1.93 6.35
C 3.14 1.43 7.78
C 1.70 1.68 8.22
C 0.73 1.15 7.20
C -0.56 0.83 7.56
C -1.45 0.33 6.61
F -2.71 0.03 7.00
C -1.08 0.15 5.31
C 0.22 0.48 4.91
C 0.58 0.29 3.49
O -0.30 -0.05 2.70
C 1.98 0.52 3.19
C 2.78 1.00 4.18
N 2.41 1.26 5.45
C 1.12 0.97 5.86
C 2.71 0.20 1.88
O 3.91 0.55 1.85
O 2.12 -0.46 0.98
H 3.85 3.96 6.92
H 2.17 3.75 6.38
H 3.48 3.74 5.20
H 4.36 1.65 6.03
H 3.84 1.93 8.44
H 3.35 0.36 7.81
H 1.54 2.75 8.36
H 1.52 1.20 9.18
H -0.89 0.93 8.59
H -1.77 -0.24 4.57
H 3.82 1.20 3.93
S -4.99 -4.74 2.98
C -5.87 -3.89 4.18
C -5.39 -2.63 4.35
C -4.29 -2.34 3.50
C -3.95 -3.38 2.69
C -2.89 -3.43 1.68
C -2.24 -2.25 1.28
N -1.31 -2.21 0.36
C -0.92 -3.35 -0.25
C -1.48 -4.59 0.10
C -1.02 -5.78 -0.56
C -0.08 -5.72 -1.52
C 0.51 -4.47 -1.90
C 1.53 -4.38 -2.87
C 2.07 -3.15 -3.19
C 1.53 -2.02 -2.54
N 0.61 -2.09 -1.61
C 0.09 -3.28 -1.27
C 3.18 -2.99 -4.12
C 3.70 -1.82 -4.61
C 4.84 -2.02 -5.43
C 5.17 -3.33 -5.56
S 4.11 -4.34 -4.67
C -2.47 -4.61 1.09
H -6.67 -4.38 4.70
H -5.80 -1.91 5.05
H -3.76 -1.40 3.53
H -2.49 -1.30 1.73
H -1.46 -6.73 -0.27
H 0.25 -6.62 -2.03
H 1.88 -5.28 -3.35
H 1.88 -1.02 -2.78
H 3.28 -0.84 -4.41
H 5.38 -1.21 -5.92
H 5.99 -3.76 -6.12
H -2.91 -5.56 1.38
C 5.28 2.88 0.02
N 4.11 2.57 -0.81
C 3.63 1.39 -1.19
S 2.05 1.40 -1.88
N 4.33 0.26 -1.23
C 5.68 -0.01 -0.77
H 5.10 3.85 0.48
H 6.19 2.95 -0.58
H 5.38 2.13 0.80
H 3.44 3.31 -0.93
H 3.74 -0.55 -1.35
H 6.31 0.87 -0.90
H 6.08 -0.82 -1.37
H 5.67 -0.30 0.28

***

Entry 7:
The following is a quantum chemistry calculation of a molecular structure, C9H12BrF3FeN3O5S, from OMol25.

As for the LUMO energy (alpha / beta): -2.86 / -3.58 eV. For the gap between HOMO and LUMO (alpha / beta), the calculation gives 10.10 / 9.37 eV. The charge is +1. The energy relative to the best compared isomer or geometry (same formula, charge and spin) is 17.1 kcal/mol. The multiplicity is 5. The HOMO energy (alpha / beta) is -12.952 / -12.949 eV.

Geometry (Å):
Fe 1.08 -0.20 0.28
C -0.61 -5.04 0.50
O -0.49 -3.84 -0.29
C 0.30 -2.88 0.09
O 0.36 -1.85 -0.60
N 1.06 -3.02 1.20
N 1.80 -1.89 1.60
H -1.31 -5.67 -0.04
H -1.01 -4.80 1.48
H 0.36 -5.55 0.56
H 0.94 -3.78 1.85
H 2.80 -2.11 1.58
H 1.54 -1.58 2.53
C -2.04 2.67 -3.45
C -0.72 2.41 -2.78
C 0.36 3.27 -2.91
C 1.57 3.00 -2.26
C 1.61 1.85 -1.52
Br 3.14 1.34 -0.49
N 0.60 1.00 -1.37
C -0.55 1.28 -1.99
H -1.99 3.56 -4.07
H -2.82 2.81 -2.70
H -2.33 1.83 -4.08
H 0.27 4.16 -3.51
H 2.42 3.66 -2.34
H -1.34 0.56 -1.84
F -1.33 0.68 4.72
C -1.18 1.49 3.68
F -2.36 1.73 3.13
F -0.64 2.63 4.09
S -0.05 0.70 2.46
O 1.18 0.43 3.16
O -0.72 -0.51 1.98
O 0.11 1.65 1.35

***

Entry 8:
The following is a quantum chemistry calculation of a single C2H3N3 molecule at a distorted geometry, from OMol25.

As for the LUMO energy: 0.54 eV. For the gap between HOMO and LUMO, the calculation gives 10.70 eV. The charge is 0. The energy relative to the best compared isomer or geometry (same formula, charge and spin) is 12.8 kcal/mol. The HOMO energy is -10.155 eV.

Geometry (Å):
H 1.96 -1.27 0.12
N 0.95 -1.29 -0.01
C 0.43 -0.11 -0.04
N 1.09 1.10 -0.03
C -1.03 -0.07 -0.01
N -2.20 0.07 0.03
H 0.65 2.04 0.03
H 2.12 1.10 0.19

***

Entry 9:
The following is a quantum chemistry calculation of a single C20H27NO5 molecule, from OMol25.

As for the LUMO energy: 0.51 eV. For the gap between HOMO and LUMO, the calculation gives 9.06 eV. The charge is 0. The energy relative to the best compared isomer or geometry (same formula, charge and spin) is 30.6 kcal/mol. The HOMO energy is -8.541 eV.

Geometry (Å):
C 1.27 -2.41 -4.25
O 0.24 -1.52 -3.89
C 0.46 -0.64 -2.86
C 1.64 -0.60 -2.13
C 1.80 0.27 -1.06
C 0.78 1.13 -0.70
C 0.93 2.04 0.48
O 0.84 3.41 0.09
C 0.22 4.15 1.03
O 0.07 5.33 0.93
C -0.24 3.25 2.16
C -0.17 1.86 1.55
C 0.21 0.76 2.54
O 0.80 0.98 3.58
N -0.13 -0.47 2.11
C 0.09 -1.68 2.88
C -1.23 -2.33 3.29
C -2.16 -2.74 2.15
C -1.54 -3.71 1.14
C -0.59 -3.03 0.15
C 0.85 -2.82 0.65
C 1.04 -2.65 2.16
C -0.38 1.13 -1.46
C -0.57 0.27 -2.53
O -1.79 0.38 -3.13
C -2.02 -0.15 -4.42
H 0.88 -2.99 -5.08
H 2.17 -1.87 -4.58
H 1.53 -3.08 -3.43
H 2.45 -1.27 -2.38
H 2.73 0.26 -0.51
H 1.91 1.89 0.94
H -1.23 3.54 2.52
H 0.47 3.33 2.99
H -1.12 1.60 1.07
H -0.58 -0.58 1.21
H 0.59 -1.34 3.80
H -1.00 -3.21 3.89
H -1.77 -1.63 3.93
H -2.51 -1.86 1.62
H -3.03 -3.22 2.59
H -1.03 -4.52 1.66
H -2.36 -4.16 0.56
H -0.53 -3.64 -0.76
H -1.03 -2.08 -0.16
H 1.45 -3.68 0.36
H 1.26 -1.95 0.14
H 0.95 -3.62 2.66
H 2.07 -2.31 2.31
H -1.18 1.82 -1.24
H -2.06 -1.24 -4.40
H -1.26 0.17 -5.13
H -2.99 0.25 -4.71

***

Entry 10:
The following is a quantum chemistry calculation of 13 unconnected molecules or ions with the total composition H26O13 at a distorted geometry, from OMol25.

As for the LUMO energy: -0.38 eV. For the gap between HOMO and LUMO, the calculation gives 9.83 eV. The charge is 0. The energy relative to the best compared isomer or geometry (same formula, charge and spin) is 111.9 kcal/mol. The HOMO energy is -10.207 eV.

Geometry (Å):
H -0.61 0.40 -0.62
H -1.16 -0.05 0.73
H -2.05 -3.25 -2.25
H -1.37 -4.24 -1.31
H -2.32 3.57 1.95
H -1.48 4.23 3.03
H 2.06 -0.73 3.26
H 3.48 -0.67 2.71
H -1.40 2.20 -3.29
H -1.22 1.36 -2.04
H 2.19 -2.98 3.80
H 0.83 -2.30 3.73
H -2.76 -1.16 -2.94
H -2.54 -1.60 -1.51
H 0.18 -0.56 -3.52
H 1.06 -1.50 -2.71
H -0.90 -1.82 3.50
H -0.79 -0.55 2.68
H -0.42 3.55 -0.05
H 0.59 4.63 0.32
H 1.91 1.59 1.48
H 0.46 1.77 1.06
H 1.86 2.23 -2.92
H 2.06 3.05 -1.66
H 2.38 -2.99 -1.54
H 1.25 -2.05 -1.12
O -1.44 0.20 -0.16
O -1.66 -4.14 -2.22
O -2.08 3.49 2.88
O 2.58 -0.95 2.48
O -1.27 1.30 -3.00
O 1.41 -2.90 3.24
O -3.10 -1.76 -2.27
O 0.79 -1.30 -3.62
O -1.30 -1.36 2.75
O 0.43 3.68 0.39
O 1.13 2.14 1.65
O 1.51 2.35 -2.03
O 1.70 -2.87 -0.86

***

Entry 11:
The following is a quantum chemistry calculation of a molecular structure, C37H40OP2Zn at a distorted geometry, from OMol25.

As for the LUMO energy: -0.59 eV. For the gap between HOMO and LUMO, the calculation gives 5.10 eV. The charge is 0. The energy relative to the best compared isomer or geometry (same formula, charge and spin) is 0.0 kcal/mol. The HOMO energy is -5.690 eV.

Geometry (Å):
Zn 0.45 -0.87 -0.25
C -1.97 0.03 0.63
C -1.95 -0.29 -0.69
C -2.57 0.58 -1.75
C -1.60 1.56 -2.46
C -0.65 2.34 -1.60
C -0.87 2.72 -0.34
C -2.15 2.63 0.42
C -2.40 1.31 1.20
C 2.29 -0.48 -0.70
H -1.73 -0.74 1.38
H -1.79 -1.33 -1.03
H -3.45 1.16 -1.41
H -2.98 -0.06 -2.55
H -0.99 0.99 -3.18
H -2.26 2.24 -3.06
H 0.37 2.34 -2.00
H -0.01 3.01 0.28
H -3.03 2.84 -0.22
H -2.13 3.41 1.19
H -2.02 1.39 2.22
H -3.51 1.30 1.33
H 2.80 -1.18 -0.01
H 2.76 0.50 -0.55
H 2.51 -0.84 -1.72
P 0.05 -2.19 -9.30
P 1.98 0.40 -9.57
C -0.61 -0.60 -9.89
C 0.24 0.45 -10.08
C -0.74 -3.42 -10.45
C -1.91 -3.14 -11.16
C -2.51 -4.13 -11.95
C -1.92 -5.39 -12.07
C -0.71 -5.66 -11.41
C -0.11 -4.68 -10.61
C -0.94 -2.35 -7.77
C -0.54 -1.50 -6.72
C -1.25 -1.52 -5.53
C -2.32 -2.40 -5.35
C -2.68 -3.27 -6.39
C -1.99 -3.26 -7.60
C 2.67 1.17 -11.13
C 2.64 0.36 -12.29
C 3.02 0.89 -13.53
C 3.49 2.21 -13.61
C 3.58 3.00 -12.46
C 3.19 2.47 -11.22
C 2.09 1.81 -8.42
C 3.24 1.87 -7.60
C 3.43 2.97 -6.77
C 2.47 4.00 -6.72
C 1.32 3.89 -7.49
C 1.11 2.80 -8.32
H -1.69 -0.54 -10.06
H -0.05 1.35 -10.63
H -2.34 -2.14 -11.13
H -3.45 -3.90 -12.46
H -2.39 -6.16 -12.69
H -0.23 -6.64 -11.53
H 0.85 -4.88 -10.12
H 0.31 -0.83 -6.87
H -0.96 -0.85 -4.72
H -2.87 -2.41 -4.40
H -3.50 -3.97 -6.24
H -2.25 -3.95 -8.39
H 2.31 -0.68 -12.22
H 2.97 0.26 -14.43
H 3.78 2.62 -14.59
H 3.97 4.02 -12.52
H 3.28 3.09 -10.32
H 3.98 1.06 -7.64
H 4.33 3.03 -6.15
H 2.63 4.86 -6.07
H 0.56 4.67 -7.44
H 0.19 2.71 -8.90
C 0.70 -0.93 2.88
C 0.66 0.31 2.09
O 0.66 1.44 2.48
H 1.36 -1.67 2.41
H -0.34 -1.35 2.90
H 1.03 -0.73 3.91